[1]
The following is a DFT calculation (ωB97M-V/def2-TZVPD) of a structure of composition C27H66Cl2IInN9O11P2.

For the strongest force on any atom, the calculation gives 1.4 eV Å⁻¹. For the HOMO-LUMO gap, the calculation gives 7.122 eV. As for the spin multiplicity: 1. Its charge is -1.

XYZ file:
```
119
Properties=species:S:1:pos:R:3:forces:R:3:lowdin_charge:R:1
C 5.928608 -1.867918 3.489958 0.220 0.344 -0.223 -0.136
C 5.469171 -2.005902 2.039627 0.591 -0.947 0.509 -0.829
Cl 4.627993 -0.512768 1.511808 0.018 0.230 -0.067 0.623
C 4.640028 -3.273558 1.802831 -0.239 0.394 -0.706 -0.780
Cl 5.477111 -4.257526 0.506819 -0.110 -0.093 0.177 0.461
In 2.552218 -2.954388 1.088100 0.159 -0.175 -0.100 0.033
I 2.287107 -2.564167 -1.656670 0.056 0.010 0.280 0.028
P 1.278573 -5.091748 1.657826 0.035 0.582 1.255 0.477
N 1.070335 -5.207781 3.266214 0.141 0.375 -0.406 -0.440
P 1.205431 -1.143514 2.250108 -0.519 0.356 -0.459 0.325
O 1.414759 0.225461 1.739088 0.230 0.211 0.277 -0.403
O -0.359825 -1.514588 1.936938 0.256 -0.429 0.647 -0.238
O 1.295301 -1.192647 3.895116 -0.640 -0.691 -0.341 -0.224
H 6.825799 -1.242482 3.516972 -0.167 0.117 0.124 0.077
H 5.185173 -1.398175 4.130986 -0.024 -0.233 0.053 0.056
H 6.228574 -2.838893 3.890306 -0.165 0.005 -0.035 0.083
H 6.367926 -2.076846 1.429354 -0.183 0.144 -0.181 0.061
H 4.648156 -3.907988 2.684726 0.024 0.008 0.000 0.030
H 0.000080 -5.035489 1.053312 0.247 -0.495 -0.466 -0.074
H 1.924304 -6.244581 1.145716 -0.444 -0.017 -0.354 -0.079
H 1.553881 -4.415890 3.691180 0.017 -0.248 0.116 -0.121
H -0.622303 -2.377312 2.308676 -0.170 0.238 -0.381 0.050
H 0.706409 -1.921808 4.188863 0.560 0.518 0.081 0.058
C -3.480985 -0.273916 0.905835 -0.051 0.003 0.108 0.001
C -3.485339 -1.729937 0.508867 0.333 0.069 -0.057 -0.549
O -3.139391 -2.607584 1.280042 -0.152 -0.233 0.192 0.022
N -3.858599 -2.028413 -0.762821 -0.182 0.083 0.087 0.013
C -4.214520 -1.101793 -1.820223 0.001 -0.455 0.040 -0.079
H -3.143806 -0.200333 1.934952 0.051 -0.081 -0.011 0.081
H -2.798742 0.291552 0.272452 -0.076 0.042 -0.008 0.063
H -4.482527 0.151677 0.825144 0.036 0.075 -0.096 0.086
H -3.857752 -3.016288 -0.961827 0.081 0.014 -0.018 0.135
H -5.231374 -1.298447 -2.170067 0.001 0.078 -0.042 0.081
H -3.527787 -1.232177 -2.659318 -0.051 0.169 -0.072 0.074
H -4.150183 -0.076510 -1.480484 0.035 0.030 -0.052 0.043
C -1.192005 2.057503 -1.874650 -0.130 -0.007 -0.004 0.010
C -2.349202 2.186256 -2.837312 0.038 -0.151 0.105 -0.532
O -3.483890 1.824571 -2.543095 0.044 0.123 0.027 0.009
N -2.092080 2.701419 -4.059397 0.064 0.084 0.167 0.024
C -0.830325 3.150695 -4.603466 -0.291 -0.022 -0.051 -0.069
H -1.552605 1.624056 -0.947696 0.001 0.003 -0.016 0.065
H -0.419078 1.406574 -2.284406 0.080 0.046 0.048 0.090
H -0.761111 3.035590 -1.658164 0.098 -0.030 -0.020 0.088
H -2.900780 2.746520 -4.655635 -0.174 -0.109 -0.353 0.098
H -0.901483 4.201713 -4.889825 0.118 0.000 -0.022 0.085
H -0.588086 2.561524 -5.490624 0.111 0.189 0.033 0.056
H -0.032615 3.039580 -3.877023 0.028 -0.021 0.019 0.077
C 5.175521 2.329103 6.739432 -0.133 -0.131 -0.083 -0.015
C 5.387165 1.302141 5.652486 -0.081 -0.100 -0.217 -0.529
O 5.656401 0.135854 5.896674 0.035 0.121 0.251 0.027
N 5.255236 1.708287 4.358900 0.141 0.089 0.221 0.019
C 4.931550 3.027756 3.861905 -0.002 -0.311 -0.162 -0.080
H 5.308647 1.857327 7.707447 0.017 0.007 -0.242 0.036
H 5.897821 3.141912 6.646265 -0.076 0.067 0.009 0.086
H 4.162065 2.733406 6.677894 0.057 0.117 -0.053 0.083
H 5.395155 0.971031 3.682746 -0.126 0.033 -0.058 0.078
H 4.009769 2.986250 3.276957 0.002 0.082 -0.012 0.074
H 5.733563 3.392235 3.216141 -0.038 0.112 0.010 0.082
H 4.797512 3.726779 4.681170 0.011 -0.003 0.039 0.067
C 7.195690 2.304576 11.624539 0.027 0.019 -0.020 -0.011
C 6.133536 1.748685 10.705943 -0.044 -0.063 -0.180 -0.532
O 6.243509 1.785870 9.491571 0.204 0.055 0.447 0.033
N 5.033275 1.194215 11.280091 0.071 0.071 0.112 0.011
C 4.726418 1.058721 12.690560 -0.170 -0.101 -0.302 -0.080
H 8.000300 2.705935 11.016783 -0.034 -0.021 -0.068 0.082
H 6.789005 3.104987 12.244050 0.028 -0.047 0.078 0.082
H 7.597716 1.520086 12.266700 -0.022 0.049 0.076 0.083
H 4.367660 0.839194 10.610763 0.012 -0.024 0.010 0.145
H 4.605859 0.004582 12.945954 0.023 0.020 0.112 0.083
H 3.795436 1.579515 12.921525 0.030 0.009 0.111 0.082
H 5.519674 1.476407 13.300863 0.026 0.013 -0.013 0.069
C 1.969625 6.457684 3.313768 0.021 0.074 -0.012 -0.016
C 0.508769 6.221667 3.006318 -0.171 0.036 -0.053 -0.563
O -0.238358 7.136400 2.685848 0.086 0.000 0.029 0.012
N 0.056009 4.949086 3.099322 0.228 0.112 0.044 0.010
C 0.798143 3.749853 3.463862 -0.496 -0.043 -0.150 -0.058
H 2.180138 7.516349 3.196780 -0.073 0.015 -0.019 0.077
H 2.199505 6.163223 4.338455 0.072 -0.068 -0.033 0.081
H 2.602546 5.893831 2.627577 0.045 -0.053 0.079 0.082
H -0.923268 4.853928 2.880711 0.015 -0.042 -0.017 0.138
H 0.752026 3.022192 2.652688 0.146 -0.104 0.077 0.083
H 0.342353 3.306786 4.350294 0.155 -0.107 0.032 0.086
H 1.836376 3.977255 3.677143 -0.005 0.059 -0.008 0.050
C -5.655767 0.704059 -5.681063 0.093 0.039 -0.002 -0.002
C -5.145506 1.811306 -6.569218 -0.074 -0.026 0.040 -0.527
O -3.997725 2.234336 -6.514141 0.076 0.025 0.020 0.010
N -6.022025 2.344290 -7.462919 0.037 -0.109 0.104 0.006
C -7.409318 1.982897 -7.679930 0.203 0.231 -0.156 -0.079
H -4.858792 0.372387 -5.024054 0.075 0.069 -0.019 0.074
H -6.489515 1.056929 -5.071798 -0.028 -0.044 -0.034 0.089
H -5.974856 -0.141487 -6.290948 -0.035 -0.035 0.061 0.083
H -5.624740 3.077595 -8.028789 -0.017 0.000 0.003 0.136
H -7.550923 1.648141 -8.709193 -0.090 -0.061 0.029 0.081
H -8.052340 2.847391 -7.504763 -0.082 -0.065 0.024 0.082
H -7.708107 1.184825 -7.009929 0.025 -0.008 0.016 0.071
C -1.742915 -2.553166 -5.232985 -0.086 0.028 -0.030 0.002
C -2.406386 -1.644006 -6.239720 -0.147 0.021 0.040 -0.539
O -3.570227 -1.804314 -6.594150 0.048 -0.002 0.002 0.003
N -1.668942 -0.627037 -6.744032 0.084 -0.132 0.000 0.023
C -0.292167 -0.282053 -6.440224 -0.250 0.134 -0.178 -0.056
H -2.455816 -3.309451 -4.921643 -0.048 0.026 -0.027 0.068
H -0.878084 -3.048635 -5.674758 0.072 0.026 0.098 0.091
H -1.425286 -1.991019 -4.353811 0.119 -0.040 -0.013 0.084
H -2.172754 -0.049142 -7.399307 -0.021 0.092 0.084 0.134
H -0.247253 0.727451 -6.028531 0.106 -0.145 0.024 0.053
H 0.308504 -0.313657 -7.350873 0.091 -0.017 0.056 0.085
H 0.132095 -0.971144 -5.718296 -0.012 -0.017 0.021 0.079
C -4.416086 -4.945742 -6.799889 0.031 -0.145 -0.042 -0.013
C -4.369383 -6.320172 -7.419656 0.066 -0.089 0.094 -0.549
O -3.725962 -7.238001 -6.939114 -0.030 0.045 -0.026 0.032
N -5.085702 -6.509932 -8.565198 -0.034 0.129 0.025 -0.002
C -5.900234 -5.547352 -9.279939 0.082 -0.352 -0.054 -0.085
H -3.805053 -4.944737 -5.904188 0.019 -0.087 -0.001 0.072
H -4.025442 -4.195557 -7.486112 -0.100 0.112 0.061 0.073
H -5.438243 -4.683168 -6.525079 0.016 0.118 -0.052 0.090
H -5.016324 -7.445654 -8.932256 0.000 0.010 -0.002 0.134
H -6.932826 -5.898731 -9.336162 -0.039 0.112 -0.017 0.079
H -5.522743 -5.418804 -10.296532 -0.053 0.110 -0.008 0.079
H -5.886047 -4.585080 -8.780043 0.023 0.004 0.021 0.071
```
Positions in Å, forces in eV/Å.

[2]
The following is a DFT calculation (ωB97M-V/def2-TZVPD) of a structure of composition C27H66Cl2NO20P4S2.

For the strongest force on any atom, the calculation gives 8.0 eV Å⁻¹. For the HOMO-LUMO gap, the calculation gives 6.311 eV. As for the spin multiplicity: 1. Its charge is -1.

XYZ file:
```
122
Properties=species:S:1:pos:R:3:forces:R:3:lowdin_charge:R:1
C -2.294582 -0.404998 3.235283 -0.170 -0.479 -0.449 -0.143
C -3.185753 0.654708 2.558397 1.152 -0.223 0.783 -0.739
Cl -2.140243 1.484675 1.325187 -0.457 -0.348 -0.111 0.558
C -3.699266 1.640064 3.659804 0.437 0.076 -1.430 -0.740
Cl -2.485689 2.944226 3.931362 -0.462 -0.425 0.531 0.602
S -5.225975 2.484258 3.078578 -1.273 2.374 -0.923 0.410
O -4.819450 3.289758 1.951722 0.435 -0.885 -0.716 -0.372
O -5.642091 3.365445 4.148861 -0.142 -1.137 1.057 -0.358
N -6.360143 1.452132 2.557608 2.033 -0.463 2.381 -0.321
S -6.560121 0.176116 3.571122 -2.251 -0.252 -2.355 0.499
O -7.962130 0.053944 3.879576 -0.061 0.410 0.810 -0.387
O -6.062331 -1.011100 2.910769 1.238 0.003 0.672 -0.386
H -1.320479 -0.004151 3.544039 -0.360 0.066 0.011 0.067
H -2.112434 -1.215241 2.514148 0.079 0.234 0.206 0.075
H -2.812051 -0.860933 4.094517 0.102 0.223 -0.222 0.080
H -3.980752 0.154080 1.999027 -0.110 0.425 0.308 0.081
H -3.806957 1.098557 4.602862 -0.250 0.234 -0.198 0.071
H -5.924217 0.379367 4.768011 0.139 0.144 -0.421 0.066
O 0.056575 -2.731241 0.174214 0.743 3.247 1.840 -0.206
P 1.251020 -2.237147 -0.580582 0.820 -5.551 -5.014 0.640
O 0.650595 -2.163743 -2.110274 0.219 0.460 0.541 -0.222
C -0.518621 -1.376415 -2.343523 -0.404 0.218 -0.087 -0.279
C -0.212836 0.109173 -2.308171 0.126 0.014 -0.089 -0.075
O 2.093395 -3.656472 -0.633083 0.264 0.428 0.466 -0.242
C 1.952914 -4.623858 0.407920 -0.199 -0.305 -0.110 -0.293
C 1.059460 -5.758695 -0.049656 -0.052 -0.117 -0.139 -0.075
O 2.630776 -1.421998 -0.960924 -1.715 1.463 2.604 -0.230
C 3.415873 -1.796854 -2.096733 0.417 0.095 -0.741 -0.275
C 3.269704 -0.779025 -3.209581 -0.292 0.083 -0.108 -0.073
H -1.297348 -1.623936 -1.619576 0.113 -0.064 0.085 0.109
H -0.897877 -1.651909 -3.328855 0.146 -0.125 0.008 0.118
H 0.270591 0.390347 -1.368502 -0.141 0.038 0.047 0.071
H -1.128490 0.691063 -2.418301 -0.005 -0.022 0.091 0.082
H 0.465885 0.385669 -3.116356 -0.001 -0.011 0.011 0.064
H 1.575107 -4.165733 1.321365 -0.107 0.027 -0.077 0.104
H 2.951865 -5.007859 0.629373 0.051 0.096 -0.103 0.113
H 0.102501 -5.389288 -0.418210 -0.001 0.115 0.164 0.076
H 0.873109 -6.461132 0.765210 0.023 0.004 -0.009 0.075
H 1.528027 -6.299526 -0.874736 0.044 -0.016 0.047 0.068
H 3.173036 -2.791317 -2.463950 -0.162 0.004 0.222 0.099
H 4.454811 -1.815118 -1.760412 -0.114 -0.007 0.246 0.122
H 2.324052 -0.910776 -3.734323 -0.003 -0.028 0.049 0.062
H 4.072002 -0.898062 -3.941179 0.050 -0.012 0.086 0.076
H 3.288786 0.238643 -2.817688 0.150 -0.030 0.024 0.082
O -3.706348 8.659218 0.034449 1.590 0.583 -3.581 -0.215
P -4.865373 8.288021 -0.842792 -5.362 -2.076 5.549 0.625
O -5.981089 9.410437 -0.364095 0.388 0.044 -0.613 -0.223
C -5.635025 10.786511 -0.434559 0.067 0.280 0.055 -0.296
C -5.626488 11.297850 -1.865622 -0.109 -0.005 -0.038 -0.082
O -5.372443 6.960778 -0.033370 0.492 0.127 -0.802 -0.231
C -4.445987 6.137271 0.705171 0.026 -0.166 0.530 -0.267
C -4.566109 6.426622 2.185312 -0.106 0.219 0.112 -0.074
O -5.750782 7.813748 -2.152427 3.159 1.196 -1.005 -0.238
C -7.139612 7.489785 -2.023921 -0.788 -0.018 -0.118 -0.270
C -8.006049 8.571549 -2.637393 0.056 0.306 0.081 -0.079
H -4.666553 10.962036 0.039835 0.021 -0.131 -0.005 0.104
H -6.380847 11.332328 0.146452 -0.049 -0.130 0.021 0.117
H -4.967376 10.696167 -2.496936 0.072 0.068 0.030 0.072
H -5.292107 12.336509 -1.899102 0.043 -0.027 0.008 0.074
H -6.624739 11.247236 -2.301523 0.017 -0.013 -0.004 0.063
H -3.425220 6.280210 0.350245 -0.049 0.199 -0.003 0.104
H -4.708774 5.098580 0.514733 -0.156 0.086 -0.044 0.096
H -4.454282 7.493693 2.394001 0.162 0.003 -0.142 0.069
H -3.814249 5.876942 2.751644 -0.082 -0.102 -0.028 0.070
H -5.552432 6.135279 2.547484 0.068 -0.170 0.004 0.079
H -7.431337 7.311560 -0.992009 0.268 0.023 0.036 0.115
H -7.284227 6.555913 -2.569923 0.244 -0.012 0.022 0.123
H -8.078719 9.433765 -1.974593 0.035 -0.036 0.020 0.059
H -9.018492 8.197952 -2.804185 0.054 -0.079 -0.024 0.076
H -7.590925 8.919078 -3.584952 -0.047 -0.140 -0.054 0.078
O 2.167737 1.195195 4.314659 2.219 -3.225 -0.046 -0.206
P 3.478288 1.744615 4.788035 -1.885 7.445 0.883 0.630
O 3.049463 2.354892 6.256548 0.423 -0.605 -0.192 -0.220
C 2.431749 1.486500 7.202256 -0.242 -0.196 0.246 -0.285
C 3.426172 0.514579 7.813515 0.102 0.090 0.032 -0.079
O 3.508659 3.108975 3.869051 0.469 -0.605 -0.195 -0.238
C 2.866157 3.140573 2.588945 -0.416 0.256 -0.067 -0.284
C 1.547017 3.877919 2.682984 -0.087 0.140 0.094 -0.069
O 5.094390 1.911086 5.067173 -0.830 -3.268 -0.769 -0.236
C 5.635503 3.142272 5.559157 0.413 0.514 0.453 -0.273
C 6.052294 3.007289 7.009536 -0.210 -0.121 0.211 -0.076
H 1.602971 0.945978 6.740251 0.047 0.056 -0.129 0.108
H 2.006511 2.118385 7.983296 0.051 0.115 -0.101 0.120
H 3.948137 -0.056500 7.040732 -0.084 -0.076 0.015 0.072
H 2.917938 -0.182633 8.481353 -0.017 -0.014 -0.052 0.078
H 4.184727 1.046035 8.389226 0.001 -0.012 -0.012 0.064
H 2.730474 2.134274 2.193784 -0.068 -0.019 0.120 0.102
H 3.535129 3.667394 1.904499 0.120 0.005 0.137 0.113
H 0.910428 3.465511 3.465999 0.021 -0.192 -0.106 0.067
H 1.006818 3.832830 1.735877 -0.002 -0.003 0.020 0.079
H 1.716676 4.926296 2.936683 0.039 0.002 -0.072 0.076
H 4.948344 3.976308 5.439850 -0.148 -0.193 -0.117 0.113
H 6.514778 3.352800 4.947057 -0.099 -0.171 -0.144 0.121
H 5.185366 3.048984 7.668301 -0.018 -0.003 -0.053 0.061
H 6.719348 3.824856 7.290600 0.031 -0.021 -0.090 0.077
H 6.555539 2.055929 7.187931 0.117 0.065 -0.083 0.080
O 3.454625 -7.373636 -6.797379 1.912 -1.490 -3.043 -0.210
P 4.055124 -8.597511 -6.175941 -2.547 0.634 7.275 0.628
O 2.703851 -9.380716 -5.655757 0.482 -0.106 -0.579 -0.220
C 1.680458 -9.680372 -6.601330 -0.330 -0.049 -0.218 -0.285
C 2.076345 -10.821006 -7.522568 0.048 -0.086 0.093 -0.078
O 4.588942 -7.912840 -4.777176 0.505 -0.128 -0.543 -0.237
C 4.976705 -6.536146 -4.738495 -0.263 0.288 0.214 -0.286
C 3.885030 -5.702848 -4.099899 -0.143 -0.011 0.146 -0.070
O 5.042249 -9.886728 -5.908386 0.155 1.124 -3.323 -0.234
C 5.013991 -10.593889 -4.661238 -0.038 -0.640 0.560 -0.269
C 4.356470 -11.948724 -4.824170 -0.292 -0.008 -0.159 -0.075
H 1.423947 -8.791469 -7.181531 0.120 0.065 0.061 0.107
H 0.792877 -9.958338 -6.031308 0.100 0.039 0.125 0.120
H 3.024922 -10.613159 -8.025427 -0.066 0.042 -0.081 0.073
H 1.307552 -10.985873 -8.278884 0.024 0.047 -0.012 0.078
H 2.205389 -11.746576 -6.960868 0.008 0.010 -0.012 0.065
H 5.223981 -6.170063 -5.734513 -0.124 -0.046 -0.030 0.103
H 5.886785 -6.473578 -4.137735 -0.011 -0.167 0.012 0.115
H 2.922607 -5.858270 -4.587645 0.100 0.029 -0.171 0.079
H 4.130259 -4.639827 -4.142538 0.017 -0.016 0.017 0.071
H 3.754657 -5.987110 -3.054023 0.063 0.052 0.010 0.074
H 4.523431 -10.028472 -3.872888 -0.017 0.186 -0.203 0.113
H 6.056274 -10.729298 -4.366478 0.038 0.177 -0.182 0.122
H 3.272100 -11.851595 -4.868659 0.023 0.048 0.002 0.062
H 4.595050 -12.590939 -3.974183 0.085 0.048 -0.015 0.079
H 4.681106 -12.436098 -5.744542 0.139 -0.019 0.079 0.081
```
Positions in Å, forces in eV/Å.

Q: Look up the charge of the first one.
A: -1

Q: charge of number 2 (C27H66Cl2NO20P4S2)?
A: -1

Q: Among the records above, which one has the lowest strongest force on any atom?
A: C27H66Cl2IInN9O11P2